14
Properties=species:S:1:pos:R:3 method="wB97M-V/def2-TZVPD" smiles="CSSC.C=O" orbital_gap_ev=8.6 e_above_lowest_kcal_mol=30.1 e_homo_ev=-8.22 total_energy_ev=-26957.304
C 2.304 -0.567 0.574
S 0.528 -0.688 1.020
S -0.153 -0.734 -1.014
C -1.724 -1.694 -0.730
H 2.646 -1.270 -0.190
H 2.614 0.428 0.222
H 2.864 -0.852 1.487
H -2.417 -1.233 -0.014
H -2.166 -1.650 -1.711
H -1.577 -2.775 -0.557
C -0.782 2.718 0.203
O -0.264 2.949 -0.887
H -0.356 1.966 0.901
H -1.516 3.402 0.696

---

14
Properties=species:S:1:pos:R:3 method="wB97M-V/def2-TZVPD" orbital_gap_ev=7.9 e_above_lowest_kcal_mol=126.0 e_homo_ev=-7.45 total_energy_ev=-26953.145
C -0.177 -1.618 0.813
C 1.978 0.715 -1.340
C -2.343 0.008 0.230
O -0.215 -0.866 1.955
S 1.123 1.809 -0.029
S -1.683 -1.274 1.373
H 0.160 -2.714 1.021
H 1.491 1.186 -2.224
H 1.831 -0.312 -1.351
H 2.989 0.980 -1.281
H -2.374 -0.400 -0.824
H -3.333 0.278 0.481
H -1.582 0.700 0.343
H 2.134 1.507 0.832

---

13
Properties=species:S:1:pos:R:3 method="wB97M-V/def2-TZVPD" orbital_gap_ev="8.1 / 7.0" e_above_lowest_kcal_mol=113.3 e_homo_ev="-7.86 / -6.72" total_energy_ev=-13161.114
C -1.837 -0.710 -0.045
C -1.447 0.723 0.363
C -0.901 0.034 -0.841
O 3.168 0.797 0.066
Si 2.304 -0.520 -0.148
H -1.429 -1.393 0.678
H -2.875 -1.009 -0.377
H -2.327 1.423 0.274
H -1.017 0.903 1.314
H -0.870 0.499 -1.773
H 2.677 1.516 0.511
H 2.661 -1.481 -1.195
H 1.892 -0.782 1.173

---

12
Properties=species:S:1:pos:R:3 method="wB97M-V/def2-TZVPD" smiles="C=C.CS" orbital_gap_ev=10.0 e_above_lowest_kcal_mol=29.5 e_homo_ev=-9.04 total_energy_ev=-14074.643
C 2.327 -0.550 -0.709
C 2.982 -0.560 0.451
H 1.413 -1.122 -0.813
H 2.717 -0.026 -1.569
H 2.770 -1.338 1.178
H 3.904 -0.011 0.603
C -1.660 1.517 0.151
S -1.687 -0.320 0.023
H -0.936 1.826 0.899
H -1.378 1.957 -0.802
H -2.671 1.798 0.440
H -0.493 -0.495 0.691

---

15
Properties=species:S:1:pos:R:3 method="wB97M-V/def2-TZVPD" orbital_gap_ev="7.3 / 7.3" e_above_lowest_kcal_mol=43.4 e_homo_ev="-7.31 / -7.00" total_energy_ev=-46577.327
C -1.548 -0.711 0.582
C -1.116 0.610 0.393
C 1.478 -0.349 -0.016
S -1.413 1.580 -1.056
S 2.073 -0.627 1.647
S 2.046 1.032 -0.858
S 1.112 -1.928 -0.769
H -2.107 -1.147 1.533
H -2.309 -0.834 -0.225
H -0.704 -1.475 0.383
H -0.344 1.111 1.056
H -1.763 2.677 -0.428
H 2.498 0.628 1.720
H 1.333 0.808 -2.094
H 0.765 -1.374 -1.869

---

12
Properties=species:S:1:pos:R:3 method="wB97M-V/def2-TZVPD" smiles="[SeH2].C=CC" orbital_gap_ev=10.0 e_above_lowest_kcal_mol=24.5 e_homo_ev=-9.39 total_energy_ev=-68584.850
Se 3.602 -0.030 0.405
H 4.791 0.948 0.053
H 2.542 0.982 -0.077
C -1.755 1.231 -1.186
C -1.537 0.391 -0.179
C -0.376 -0.441 -0.190
H -2.666 1.906 -1.114
H -1.001 1.338 -1.926
H -2.321 0.196 0.654
H 0.680 -0.008 -0.207
H -0.357 -1.270 0.605
H -0.435 -0.999 -1.226

---

12
Properties=species:S:1:pos:R:3 method="wB97M-V/def2-TZVPD" smiles=CC(C)[SeH] orbital_gap_ev=9.5 e_above_lowest_kcal_mol=2.5 e_homo_ev=-8.54 total_energy_ev=-68585.803
C -0.444 -1.327 -0.267
C 0.228 0.083 -0.473
C -0.507 1.176 0.302
Se 2.167 -0.275 -0.188
H -0.048 -1.980 -0.977
H -1.530 -1.008 -0.330
H -0.337 -1.649 0.680
H 0.262 0.420 -1.482
H -0.769 0.754 1.170
H 0.144 2.055 0.606
H -1.283 1.619 -0.247
H 2.118 0.132 1.207

---

21
Properties=species:S:1:pos:R:3 method="wB97M-V/def2-TZVPD" orbital_gap_ev=5.6 e_above_lowest_kcal_mol=40.1 charge=+2 e_homo_ev=-15.93 total_energy_ev=-35432.322
Ag -27.024 -1.378 19.318
Ag -22.464 -0.473 19.434
Ag -25.371 -0.808 21.905
F -24.693 -1.761 19.825
C -21.517 3.040 16.959
O -22.746 2.938 16.308
P -23.150 1.443 15.693
O -24.244 1.492 14.700
O -21.813 0.752 15.081
C -21.765 -0.347 14.153
O -23.530 0.655 17.065
C -24.858 0.801 17.610
H -20.688 2.473 16.535
H -21.612 2.761 18.008
H -21.429 4.111 16.778
H -21.276 -1.258 14.499
H -21.356 -0.014 13.198
H -22.734 -0.782 13.908
H -25.264 -0.211 17.594
H -25.502 1.422 16.988
H -24.872 1.117 18.653

---

24
Properties=species:S:1:pos:R:3 method="wB97M-V/def2-TZVPD" s_squared=0.765 orbital_gap_ev="7.8 / 4.9" e_above_lowest_kcal_mol=13.1 multiplicity=2 e_homo_ev="-8.64 / -7.97" total_energy_ev=-40203.847
Ag 1.138 0.390 -1.001
I 0.207 2.291 1.108
I 3.465 1.908 -1.917
C -1.963 -1.157 1.579
N -1.581 -0.814 0.147
O -0.434 -0.920 -0.219
O -2.422 -0.478 -0.654
H -0.965 -1.316 1.986
H -2.588 -2.050 1.590
H -2.404 -0.266 2.025
C -2.607 2.193 -2.146
N -1.467 1.834 -3.034
O -0.412 1.511 -2.492
O -1.591 1.910 -4.221
H -2.325 2.080 -1.099
H -3.374 1.535 -2.555
H -2.705 3.258 -2.354
C 3.709 -1.917 2.152
N 2.398 -1.413 1.573
O 1.394 -1.941 2.032
O 2.376 -0.557 0.628
H 3.856 -2.984 1.987
H 3.782 -1.728 3.223
H 4.514 -1.368 1.663

---

13
Properties=species:S:1:pos:R:3 method="wB97M-V/def2-TZVPD" orbital_gap_ev=10.4 e_above_lowest_kcal_mol=25.6 e_homo_ev=-10.49 total_energy_ev=-3931.167
B 0.871 -1.233 0.493
C 0.258 1.319 0.481
C -1.004 -0.158 -1.082
C 0.095 -0.047 -0.087
H 0.798 -2.260 -0.087
H 1.903 -0.973 1.022
H 0.815 1.924 -0.240
H 0.834 1.295 1.402
H -0.697 1.820 0.654
H -1.014 0.712 -1.739
H -0.917 -1.064 -1.676
H -1.967 -0.176 -0.565
H 0.025 -1.159 1.423

---

15
Properties=species:S:1:pos:R:3 method="wB97M-V/def2-TZVPD" orbital_gap_ev=8.4 e_above_lowest_kcal_mol=117.3 charge=+1 e_homo_ev=-13.72 total_energy_ev=-7459.160
B 2.770 0.907 -0.389
C 0.750 -0.582 -0.348
C -1.550 -0.651 -0.463
C -0.398 1.340 0.517
N -0.325 0.017 -0.105
O 1.914 0.080 -0.132
H -0.093 -2.968 0.528
H 3.761 1.224 -0.970
H -0.084 -2.324 0.842
H -2.175 0.002 -1.130
H -1.944 -0.605 0.560
H -1.241 -1.652 -0.937
H 0.448 1.985 0.214
H -0.502 1.398 1.654
H -1.329 1.829 0.160

---

16
Properties=species:S:1:pos:R:3 method="wB97M-V/def2-TZVPD" orbital_gap_ev=10.6 e_above_lowest_kcal_mol=30.9 charge=+1 e_homo_ev=-15.23 total_energy_ev=-9512.233
B -0.273 1.449 -1.146
C -0.279 -2.374 1.852
C 0.308 -1.989 0.768
C 0.004 1.597 0.410
N 0.996 -1.540 -0.218
O -0.968 2.254 -1.927
O 0.055 0.299 -1.673
H -0.027 -2.054 2.864
H -1.371 -2.870 1.995
H 0.429 0.651 0.674
H 0.684 2.409 0.621
H 0.762 -0.623 -0.704
H 1.833 -2.070 -0.470
H -0.760 1.692 1.102
H -1.174 3.104 -1.538
H -0.220 0.065 -2.610

---

Calculated maximum force (eV/Å), listed in the same order as above: 2.45 6.23 3.28 1.31 4.64 5.26 5.94 5.11 4.64 0.90 3.82 5.01